No. 1
{
  "formula": "C5H14NO2",
  "method": "ωB97M-V with the def2-TZVPD basis set",
  "species": ["C", "C", "N", "C", "C", "C", "O", "H", "H", "H", "H", "H", "H", "H", "H", "H", "H", "H", "H", "H", "H", "O"],
  "xyz": [[-2.437679, 1.000734, 0.751813], [-1.753956, 0.189247, -0.345427], [-0.319752, 0.103668, -0.112213], [-0.067166, -0.710594, 1.151997], [0.269321, -0.459804, -1.351106], [1.788599, -0.263571, -1.311711], [2.337497, -1.114382, -0.394749], [-3.496089, 1.147212, 0.388991], [-2.515108, 0.572931, 1.769188], [-2.040441, 2.036691, 0.723215], [-1.880075, 0.946631, -1.151549], [-2.257751, -0.797466, -0.388439], [-0.728554, -1.685405, 1.010205], [0.947957, -1.058067, 1.271219], [-0.620064, -0.306457, 2.053894], [-0.050644, 0.108650, -2.238801], [0.052594, -1.513604, -1.548435], [2.161966, -0.384266, -2.405611], [1.876662, 0.922691, -1.147738], [3.037602, -0.227650, 0.505054], [2.464072, 1.022655, 1.418651], [3.231002, 0.470161, 1.351559]],
  "forces_ev_per_angstrom": [[-1.756, 0.757, -0.200], [0.345, 1.795, 1.441], [-0.314, -1.146, 0.414], [-3.242, -1.540, -1.194], [1.245, 0.833, 0.180], [-0.186, 0.625, -0.676], [0.825, 1.034, -0.585], [0.665, -0.243, 0.507], [0.337, 0.289, -0.538], [0.132, -0.674, 0.557], [-0.087, -1.514, -0.475], [0.153, 0.218, -0.741], [1.208, 1.057, 0.121], [0.243, 0.555, 0.015], [1.296, 0.273, -1.014], [-0.541, 0.118, 0.414], [-0.230, -0.272, 0.347], [-0.193, -0.082, 1.055], [0.297, -1.942, 0.127], [-0.547, 0.635, 1.242], [-0.625, 0.272, -0.150], [0.975, -1.047, -0.847]],
  "mulliken_charge": [-1.29, -0.45, 0.11, -1.02, -0.57, -0.65, -0.84, 0.37, 0.40, 0.28, 0.35, 0.39, 0.31, 0.42, 0.18, 0.43, 0.28, 0.27, 0.21, 0.39, 0.25, -0.80],
  "de_lowest_kj_mol": 149.2,
  "multiplicity": 1,
  "charge": -1,
  "gap_ha": 0.2635,
  "max_force_ev_per_a": 3.78
}

---

No. 2
{
  "formula": "C2H2NO3",
  "method": "ωB97M-V with the def2-TZVPD basis set",
  "species": ["C", "C", "N", "O", "O", "O", "H", "H"],
  "xyz": [[1.521963, -0.828699, 0.540736], [-2.131311, 0.985717, -0.354676], [1.548405, -0.285732, -0.619597], [-2.295173, 1.917105, -0.999297], [0.555381, 0.573290, -0.872822], [-2.112299, 0.066470, 0.323522], [0.629159, -0.749387, 1.241649], [2.283873, -1.678762, 0.740484]],
  "forces_ev_per_angstrom": [[0.281, -2.261, 1.306], [0.308, -0.271, 0.127], [-1.054, 1.086, -0.142], [-0.062, 1.657, -1.213], [0.655, -0.392, -0.174], [-0.060, -1.559, 1.149], [1.069, 0.200, -0.785], [-1.136, 1.539, -0.267]],
  "mulliken_charge": [-0.42, 0.68, -0.40, -0.40, -0.57, -0.33, 0.22, 0.22],
  "de_lowest_kj_mol": 344.4,
  "multiplicity": 1,
  "charge": -1,
  "gap_ha": 0.2228,
  "max_force_ev_per_a": 2.63
}

---

No. 3
{
  "formula": "C20H46ClFNO6",
  "method": "ωB97M-V with the def2-TZVPD basis set",
  "species": ["F", "C", "C", "C", "C", "C", "C", "C", "C", "N", "Cl", "H", "H", "H", "H", "H", "H", "H", "H", "H", "H", "C", "C", "O", "H", "H", "H", "H", "H", "H", "C", "C", "O", "H", "H", "H", "H", "H", "H", "C", "C", "O", "H", "H", "H", "H", "H", "H", "C", "C", "O", "H", "H", "H", "H", "H", "H", "C", "C", "O", "H", "H", "H", "H", "H", "H", "C", "C", "O", "H", "H", "H", "H", "H", "H"],
  "xyz": [[-1.262344, 1.639126, -5.420773], [-0.238169, 1.553362, -4.412635], [0.794026, 2.689683, -4.704101], [2.070570, 2.644461, -3.737714], [1.933454, 3.863703, -2.746062], [1.666732, 3.533737, -1.338698], [1.503995, 4.647228, -0.399584], [1.627259, 6.029341, -0.920936], [1.876049, 6.217616, -2.342732], [2.039210, 5.150743, -3.226557], [2.362723, 5.549217, -4.858843], [0.200333, 0.528998, -4.311587], [-0.753541, 1.813241, -3.441130], [0.252819, 3.669883, -4.543021], [1.164491, 2.728093, -5.762910], [3.038526, 2.749416, -4.312360], [2.160093, 1.687427, -3.158502], [1.570760, 2.483694, -0.960978], [1.310214, 4.477229, 0.686831], [1.537964, 6.939302, -0.279702], [1.930025, 7.277765, -2.704847], [0.962915, -2.412385, -2.609639], [1.196878, -1.598411, -1.353034], [1.085143, -0.201125, -1.630072], [1.684925, -2.139429, -3.382801], [1.052906, -3.480333, -2.405312], [-0.032666, -2.215977, -3.017936], [2.198321, -1.779893, -0.961376], [0.469711, -1.857719, -0.578206], [0.195109, -0.035986, -1.965216], [-4.758450, 3.485107, -3.510375], [-4.323864, 2.238350, -2.764024], [-4.175708, 1.146981, -3.664464], [-5.703372, 3.310601, -4.027932], [-4.881586, 4.327732, -2.826288], [-4.021836, 3.756116, -4.272244], [-5.070783, 1.958956, -2.020201], [-3.369116, 2.404979, -2.250369], [-3.503983, 1.394804, -4.315085], [2.179436, -0.550725, 2.390315], [1.856687, 0.886775, 2.031769], [3.044589, 1.593673, 1.674250], [2.884989, -0.590784, 3.222724], [1.274280, -1.094311, 2.669047], [2.651928, -1.062694, 1.546904], [1.405006, 1.400792, 2.880812], [1.156934, 0.928001, 1.189279], [3.435930, 1.140814, 0.917278], [-2.037243, -2.390817, 2.837648], [-1.802503, -1.569020, 4.089843], [-1.917364, -0.179078, 3.793574], [-1.315462, -2.121741, 2.061567], [-1.946538, -3.458307, 3.048679], [-3.032201, -2.197410, 2.429977], [-0.800502, -1.748068, 4.483110], [-2.528856, -1.825649, 4.866654], [-2.807865, -0.027310, 3.455371], [5.940623, -2.250196, 3.308798], [5.159658, -3.205144, 4.191417], [5.145521, -4.509431, 3.622116], [5.500435, -2.205514, 2.309930], [5.950828, -1.244669, 3.735417], [6.972369, -2.590828, 3.188103], [4.125099, -2.873529, 4.291993], [5.602524, -3.262116, 5.190807], [6.060737, -4.803856, 3.543936], [-5.342540, -5.823464, 2.442435], [-5.109249, -4.991315, 3.688492], [-5.227901, -3.603095, 3.389213], [-4.623803, -5.557133, 1.664427], [-5.247154, -6.889023, 2.660510], [-6.339481, -5.636991, 2.034103], [-4.106030, -5.163897, 4.080699], [-5.833522, -5.246629, 4.468214], [-6.119092, -3.452944, 3.051999]],
  "forces_ev_per_angstrom": [[1.320, -0.461, 1.206], [-0.448, 1.132, 0.178], [0.302, 0.239, -0.029], [-0.124, 1.153, 0.069], [0.154, -2.536, 0.719], [-0.063, 3.360, -0.041], [0.553, 0.530, -2.189], [0.254, -2.091, -1.947], [-0.383, 0.153, 2.364], [-0.557, 0.383, 2.790], [-0.060, -0.424, 0.523], [-0.446, 0.800, -0.650], [0.451, -0.416, -0.889], [0.479, -1.082, -0.249], [-0.599, -0.458, 0.902], [-1.132, -0.017, 0.485], [-0.306, 0.967, -0.354], [0.234, 1.024, -0.805], [0.220, 0.066, -1.137], [0.049, -1.058, -0.685], [0.083, -1.471, -0.090], [0.039, 0.046, -0.081], [-0.300, -0.260, -0.148], [0.157, 0.603, -0.068], [0.051, -0.067, 0.087], [-0.043, 0.040, -0.044], [-0.035, -0.109, 0.094], [-0.044, 0.191, 0.006], [0.105, -0.119, 0.039], [0.054, -0.160, 0.137], [-0.054, 0.113, 0.050], [0.126, 0.092, -0.444], [0.149, -0.126, 0.076], [0.022, -0.014, 0.101], [0.001, 0.014, -0.061], [0.036, 0.035, 0.075], [0.078, -0.137, -0.075], [-0.062, 0.119, 0.183], [-0.192, -0.096, 0.042], [-0.040, -0.050, 0.060], [0.143, -0.309, -0.155], [-0.021, 0.360, -0.153], [-0.087, 0.063, 0.005], [0.039, -0.013, -0.029], [-0.103, -0.017, -0.023], [0.123, 0.083, -0.076], [-0.169, -0.092, 0.099], [0.013, -0.017, 0.182], [0.047, -0.063, -0.085], [-0.353, -0.004, -0.271], [0.203, 0.204, 0.028], [0.082, -0.033, 0.102], [-0.066, 0.016, -0.063], [-0.031, -0.147, 0.131], [-0.031, 0.207, 0.018], [0.085, -0.166, 0.013], [0.110, -0.038, 0.088], [-0.037, 0.141, -0.023], [0.414, -0.139, -0.144], [-0.182, -0.052, -0.027], [-0.055, 0.012, 0.073], [0.063, -0.012, -0.039], [-0.002, 0.065, 0.100], [0.000, -0.183, -0.021], [-0.080, 0.191, 0.051], [-0.144, -0.001, 0.019], [0.069, -0.080, -0.047], [-0.344, 0.005, -0.250], [0.133, 0.194, 0.056], [0.030, -0.034, 0.087], [-0.046, 0.023, -0.048], [-0.017, -0.087, 0.083], [-0.039, 0.182, 0.009], [0.105, -0.152, 0.047], [0.122, -0.014, 0.064]],
  "mulliken_charge": [-0.33, -0.06, -0.49, -0.67, 0.62, -0.24, -0.30, -0.58, -0.14, 0.07, 0.07, 0.26, 0.05, 0.36, 0.39, 0.38, 0.28, 0.20, 0.42, 0.37, 0.34, -1.27, 0.09, -0.38, 0.29, 0.39, 0.35, 0.27, 0.07, 0.17, -0.96, -0.13, -0.52, 0.27, 0.32, 0.29, 0.31, 0.13, 0.28, -0.71, 0.01, -0.55, 0.30, 0.12, 0.12, 0.36, 0.06, 0.31, -0.61, -0.35, -0.52, 0.02, 0.27, 0.28, 0.29, 0.32, 0.29, -0.96, -0.22, -0.53, 0.21, 0.29, 0.41, 0.22, 0.28, 0.31, -1.02, -0.23, -0.48, 0.26, 0.33, 0.33, 0.27, 0.29, 0.27],
  "multiplicity": 1,
  "charge": 1,
  "gap_ha": 0.2604,
  "max_force_ev_per_a": 3.36
}

---

Record-wise total energy values, in eV: -10996.0590; -9738.0832; -50490.6233